[1]
ORCA calculation (wB97M-V/def2-TZVPD) on a cluster of 8 separate species, C44H72O13 in total in a non-equilibrium geometry.

Geometry as ORCA input:
```
! wB97M-V def2-TZVPD RIJCOSX def2/J DEFGRID3
* xyz 0 1
C 1.88417 -5.29173 -0.12788
C 2.48214 -4.24593 -0.36079
C 2.72229 -2.73778 -0.63961
C 2.63490 -2.23545 -1.92140
C 2.32555 -3.05019 -3.23021
C 3.27446 -4.30596 -3.48394
O 2.45405 -5.50987 -3.26386
C 2.16990 -6.09395 -4.52127
O 2.50496 -7.24127 -4.71941
C 2.85632 -0.66414 -2.05517
O 2.26784 -0.02948 -2.92324
C 3.79471 0.05695 -1.03314
C 3.90516 -0.50148 0.23778
C 4.87318 0.16915 1.30031
C 6.25921 0.45400 0.54094
O 6.65870 -0.75436 -0.17550
C 8.08225 -0.73827 -0.28081
O 8.65095 -0.27318 -1.24801
C 8.85653 -1.32982 0.99128
C 7.97181 -2.55269 1.56712
C 3.07255 -1.80211 0.59824
O 2.74797 -2.08200 1.74114
H 1.36829 -6.24810 0.13490
H 2.49836 -2.33211 -4.10314
H 1.21617 -3.30146 -3.26962
H 3.77390 -4.32116 -4.49546
H 4.03730 -4.32211 -2.63689
H 1.64119 -5.43494 -5.27456
H 4.38438 0.97179 -1.34018
H 5.12443 -0.60953 2.09219
H 4.40220 1.10270 1.72427
H 7.03569 0.75216 1.31713
H 6.12855 1.33426 -0.15518
H 9.89861 -1.63442 0.70184
H 8.80110 -0.51872 1.77571
H 8.70682 -3.31236 1.99437
H 7.27317 -2.18890 2.38812
H 7.38382 -3.07092 0.74183
C 0.17598 2.54543 -2.59368
C -0.98948 3.40265 -2.14263
C -2.14236 2.80266 -2.92509
O -1.84054 1.41238 -3.10753
C -0.47393 1.18209 -2.73850
H 1.01660 2.54466 -1.89795
H 0.53737 2.89251 -3.56688
H -1.15586 3.26736 -1.06910
H -0.85272 4.46777 -2.33471
H -2.23050 3.25950 -3.91668
H -3.09823 2.90627 -2.40799
H -0.47054 0.63761 -1.78692
H 0.01132 0.56395 -3.49412
C 0.26358 0.62827 3.21224
C -0.17129 2.05256 3.49260
C 1.15146 2.79519 3.47857
O 2.00910 2.09509 2.56545
C 1.40579 0.83533 2.23661
H -0.53013 -0.00307 2.81058
H 0.63625 0.16610 4.13183
H -0.81045 2.41182 2.67952
H -0.71489 2.16958 4.43118
H 1.62625 2.77928 4.46488
H 1.04601 3.83459 3.15967
H 1.04003 0.89788 1.20442
H 2.15433 0.04422 2.29287
C -0.80124 2.48858 9.21884
C -0.66646 0.98920 9.05276
C -0.28032 0.86854 7.59059
O 0.45341 2.05450 7.25568
C 0.30585 3.00502 8.31943
H -0.70373 2.82714 10.25111
H -1.77425 2.81794 8.84104
H 0.14522 0.61728 9.68561
H -1.57302 0.43581 9.30106
H -1.16629 0.82882 6.94735
H 0.33467 -0.01140 7.39041
H 1.25958 3.05908 8.85541
H 0.08408 3.98990 7.90349
C -7.29748 2.82450 -1.72903
C -7.74902 4.23827 -1.43459
C -6.43490 4.99528 -1.43714
O -5.56502 4.31803 -2.35501
C -6.15423 3.05387 -2.69936
H -8.08326 2.18909 -2.14005
H -6.92310 2.35695 -0.81400
H -8.38988 4.59972 -2.24525
H -8.29690 4.33839 -0.49639
H -5.96202 4.97403 -0.44923
H -6.55204 6.03675 -1.74478
H -6.51652 3.12363 -3.73096
H -5.39696 2.26887 -2.64850
C -9.60807 0.79187 2.99499
C -8.49081 1.51359 3.71960
C -7.37095 1.46626 2.69701
O -7.98996 1.47291 1.40355
C -9.39651 1.24385 1.56230
H -10.60307 1.02925 3.37369
H -9.46198 -0.29007 3.07121
H -8.78109 2.55186 3.90832
H -8.21750 1.05769 4.67210
H -6.78967 0.54238 2.78617
H -6.68954 2.31556 2.78164
H -9.91485 2.18844 1.36365
H -9.73220 0.50288 0.83407
C 3.41422 4.08115 -4.03346
C 3.55556 2.58385 -4.21539
C 3.94442 2.48058 -5.67785
O 4.67283 3.67357 -5.99847
C 4.52070 4.61206 -4.92622
H 3.50885 4.40926 -2.99711
H 2.44006 4.41035 -4.40907
H 4.36869 2.20859 -3.58498
H 2.65320 2.02497 -3.97454
H 3.05972 2.44389 -6.32267
H 4.56371 1.60553 -5.88675
H 5.47379 4.66447 -4.38832
H 4.29564 5.60040 -5.33230
C -1.32532 -8.87934 -3.21481
C -0.30748 -7.82001 -2.84649
C -1.19414 -6.64405 -2.48180
O -2.41079 -7.19062 -1.95610
C -2.44203 -8.59833 -2.22653
H -0.94328 -9.89873 -3.14724
H -1.67995 -8.71391 -4.23700
H 0.26351 -8.14332 -1.97027
H 0.39660 -7.59093 -3.64577
H -1.44795 -6.04791 -3.36570
H -0.73595 -5.98692 -1.73909
H -2.27650 -9.12541 -1.28044
H -3.42485 -8.87651 -2.61236
*
```

Output
Lowest unoccupied orbital energy ... -0.0481 Ha
Orbital gap ... 7.769 eV
E_HOMO ... -9.08 eV


[2]
ORCA calculation (wB97M-V/def2-TZVPD) on the ion C2H4N3O with charge +1 in a non-equilibrium geometry.

Geometry as ORCA input:
```
! wB97M-V def2-TZVPD RIJCOSX def2/J DEFGRID3
* xyz 1 3
C -0.42590 -0.06585 0.24925
C 1.17328 0.31586 -0.57757
N -1.31390 0.60095 -0.58530
N -0.74110 1.08487 -1.57429
N -0.73670 -0.84905 1.26079
O 0.57483 0.97682 -1.62093
H 1.55540 0.97055 0.26823
H 1.71985 -0.56989 -0.76712
H -0.08947 -1.30180 1.75525
H -1.71630 -1.16246 1.59171
*
```

Output
Lowest unoccupied orbital energy (spin up / spin down) ... -0.1486 / -0.3500 Ha
Orbital gap (spin up / spin down) ... 9.457 / 7.041 eV
Energy above the lowest of the compared OMol25 structures with the same formula, charge and spin ... 37.4 kcal/mol
E_HOMO (spin up / spin down) ... -13.50 / -16.56 eV


[3]
ORCA calculation (wB97M-V/def2-TZVPD) on a structure of composition C29H40AsN3PdS2.

Geometry as ORCA input:
```
! wB97M-V def2-TZVPD RIJCOSX def2/J DEFGRID3
* xyz 0 1
Pd -0.34896 -0.05588 -0.09178
C -1.06664 -1.66428 5.41210
N -1.09336 -1.42674 3.98136
C -0.13900 -2.27215 3.24017
C 1.31781 -1.85386 3.34063
N 1.58457 -0.50602 2.83198
C 1.51043 0.50746 3.86662
C 2.66750 -0.39304 1.92149
C 3.80350 0.35074 2.25007
C 4.86549 0.48789 1.36925
C 4.81686 -0.12882 0.13011
C 3.68739 -0.85057 -0.22194
C 2.59426 -0.98484 0.63415
S 1.16166 -1.83896 0.02067
C -2.38120 -1.46937 3.37897
C -3.41649 -2.28982 3.80750
C -4.63062 -2.29045 3.13232
C -4.81801 -1.47988 2.02386
C -3.80126 -0.63823 1.59552
C -2.60080 -0.62752 2.28203
S -1.29769 0.53505 1.90533
H -1.26297 -2.71247 5.68106
H -1.80396 -1.03152 5.90533
H -0.08169 -1.40668 5.80271
H -0.40173 -2.23680 2.18564
H -0.23446 -3.32080 3.56672
H 1.88628 -2.57265 2.75088
H 1.69102 -1.93548 4.37283
H 2.25856 0.36487 4.66333
H 0.52049 0.47599 4.31900
H 1.65401 1.49535 3.42994
H 3.87117 0.81691 3.22363
H 5.73201 1.06697 1.66230
H 5.64349 -0.04228 -0.56353
H 3.62883 -1.31780 -1.19771
H -3.27430 -2.93390 4.66521
H -5.43113 -2.93508 3.47124
H -5.76424 -1.48931 1.49891
H -3.92524 0.02645 0.75011
C -1.58499 0.36959 -3.56102
As -0.00085 0.15631 -2.45971
C 1.08722 1.67348 -2.99539
C 0.93694 -1.31661 -3.34706
C 1.12909 -1.11995 -4.81797
C 0.16327 -1.54517 -5.72858
C 0.33030 -1.34343 -7.09037
C 1.47063 -0.71216 -7.56700
C 2.44440 -0.29303 -6.67187
C 2.27441 -0.49737 -5.31042
H -1.31512 0.52652 -4.60415
H -2.15605 1.21738 -3.19035
H -2.20036 -0.52492 -3.47222
H 1.20065 1.70690 -4.07825
H 2.06539 1.57423 -2.52432
H 0.62488 2.59443 -2.64683
H 0.37099 -2.21983 -3.11907
H 1.88286 -1.40244 -2.81332
H -0.72458 -2.04903 -5.36388
H -0.42936 -1.68536 -7.78167
H 1.60366 -0.55636 -8.62951
H 3.34335 0.18871 -7.03481
H 3.04437 -0.17791 -4.61715
C -2.56628 3.38237 1.52171
C -1.64217 2.73792 0.48587
C -0.19241 3.15086 0.75290
C -2.06433 3.19045 -0.90538
N -1.84037 1.26920 0.52111
H -2.52576 4.47078 1.45348
H -2.27136 3.09380 2.53236
H -3.59584 3.05948 1.35892
H -0.07831 4.23531 0.69399
H 0.47787 2.68816 0.02501
H 0.12361 2.83374 1.75014
H -1.94386 4.26974 -1.01147
H -3.10841 2.93155 -1.08731
H -1.45499 2.70018 -1.66444
*
```

Output
Lowest unoccupied orbital energy ... 0.0069 Ha
Orbital gap ... 7.207 eV
Energy above the lowest of the compared OMol25 structures with the same formula, charge and spin ... 0.0 kcal/mol
E_HOMO ... -7.02 eV